A single C5H8BrN molecule at a distorted geometry, computed with ωB97M-V with the def2-TZVPD basis set.

Structure (XYZ):
```
15
Properties=species:S:1:pos:R:3:forces:R:3
C 0.926 0.293 -0.057 0.10 1.88 2.56
C 2.155 0.771 -0.314 -2.52 -1.87 -1.08
C 0.239 -0.769 -0.846 -0.69 0.70 -0.55
C -1.136 -0.813 -0.257 -0.75 0.14 0.32
C -1.357 0.439 0.488 -1.38 1.76 2.57
N -0.107 0.895 1.034 3.29 -0.30 -2.41
Br 0.236 0.422 2.823 0.06 -0.34 -0.27
H 2.702 1.500 0.187 0.59 1.09 0.80
H 2.492 0.336 -1.255 0.75 0.18 0.34
H 0.246 -0.518 -1.893 -0.03 0.25 -0.51
H 0.664 -1.740 -0.773 0.78 -0.66 0.24
H -2.019 -0.863 -0.813 -0.91 -0.73 -2.00
H -1.183 -1.636 0.395 -0.09 -1.07 1.17
H -1.784 1.302 -0.065 0.45 -0.60 -0.44
H -2.073 0.380 1.346 0.36 -0.44 -0.72
```
Positions in Å, forces in eV/Å.

Multiplicity   1
Energy relative to the best compared isomer or geometry (same formula, charge and spin)   36.7 kcal/mol
SMILES   C=C1CCCN1Br
HOMO energy   -8.62 eV
Total charge   0

Atomic partial charges in e from the natural (NBO) method, atoms 1 to 8: 0.19 -0.41 -0.48 -0.43 -0.24 -0.50 0.15 0.22


8 unconnected molecules or ions with the total composition C52H128F3N7O12S at a distorted geometry, computed with ωB97M-V with the def2-TZVPD basis set.

Structure (XYZ):
```
203
Properties=species:S:1:pos:R:3:forces:R:3
C -3.169 6.669 -6.424 -0.46 0.26 1.83
C -2.589 5.377 -5.691 -0.22 0.42 -1.44
C -1.832 5.610 -4.363 1.15 0.10 -1.05
C -0.651 4.582 -4.048 -0.21 0.76 1.14
N 0.272 5.063 -2.869 2.49 2.70 0.21
C 1.442 4.100 -2.558 -0.41 -1.09 0.62
C 2.826 4.580 -3.004 -1.14 0.04 -0.16
C 2.473 5.772 -3.872 -1.31 -0.55 0.06
C 1.146 6.296 -3.230 1.15 0.72 -1.89
C -0.503 5.392 -1.605 0.11 -1.22 -0.82
H -2.520 7.518 -6.210 0.22 0.01 -0.27
H -4.132 6.977 -6.017 -0.07 -0.13 0.39
H -3.393 6.654 -7.491 0.66 -0.77 -0.02
H -1.879 5.067 -6.458 0.15 -0.82 0.23
H -3.380 4.641 -5.548 0.12 -0.14 -0.26
H -2.554 5.817 -3.573 0.35 -0.33 0.28
H -1.304 6.530 -4.611 0.06 0.33 0.58
H 0.043 4.456 -4.879 -0.22 0.29 -0.21
H -0.879 3.576 -3.698 -0.65 -0.01 -0.12
H 1.549 4.003 -1.478 -0.91 -0.54 -0.03
H 1.231 3.161 -3.070 -0.37 -0.04 0.58
H 3.429 4.864 -2.141 0.07 -0.02 -0.10
H 3.197 3.672 -3.479 0.85 0.52 -0.33
H 3.255 6.528 -3.957 -0.30 0.00 -0.20
H 2.088 5.431 -4.833 0.91 -0.04 -0.44
H 1.449 6.977 -2.435 -0.90 -0.45 0.67
H 0.714 6.881 -4.042 -0.66 0.11 0.53
H -1.164 6.251 -1.721 0.01 -0.28 -0.34
H 0.173 5.586 -0.772 0.17 -0.08 -0.28
H -1.005 4.434 -1.474 -0.52 0.40 0.62
C 2.210 1.109 -4.819 -0.62 -0.64 0.11
O 2.732 0.761 -3.520 1.24 0.90 -1.41
C 4.199 0.635 -3.587 -1.71 -0.28 2.03
C 4.493 0.098 -2.195 -0.11 -0.38 1.31
N 4.090 0.974 -0.985 0.07 0.82 -0.47
H 3.156 1.355 -1.025 -0.99 0.24 -1.19
H 3.877 0.294 -0.269 0.51 -0.30 0.64
C 4.974 2.062 -0.450 0.23 -0.32 1.19
C 4.340 2.734 0.790 0.71 0.02 0.22
O 2.999 3.049 0.679 -1.19 0.11 -0.46
C 2.417 3.599 1.842 -1.61 0.74 0.49
H 2.714 0.483 -5.556 0.15 0.45 -0.33
H 2.179 2.170 -5.066 0.97 0.21 0.09
H 1.151 0.867 -4.906 -0.07 -0.52 0.66
H 4.742 1.569 -3.734 -0.24 0.15 -0.47
H 4.482 -0.137 -4.303 0.13 0.17 -0.16
H 5.513 -0.229 -1.989 0.20 0.41 -0.31
H 3.874 -0.761 -1.937 -0.14 -0.18 -0.84
H 5.341 2.792 -1.171 -0.45 -0.41 -0.41
H 5.815 1.518 -0.020 0.43 0.34 -0.34
H 4.849 3.670 1.019 0.78 -0.27 0.04
H 4.438 2.026 1.613 0.32 -0.03 0.38
H 2.222 4.671 1.862 0.55 0.48 -1.04
H 2.870 3.523 2.831 0.79 -1.05 -0.25
H 1.396 3.220 1.901 0.03 -0.49 0.07
C -3.940 0.882 -5.758 0.69 -1.18 0.52
O -2.824 0.521 -6.619 -1.12 0.27 -1.03
C -1.626 0.091 -6.012 -1.28 0.34 0.82
C -1.724 -1.289 -5.269 2.03 0.79 -1.02
N -2.444 -2.269 -6.145 -0.99 0.04 0.16
H -2.798 -3.047 -5.606 0.47 -0.70 0.37
H -3.325 -1.814 -6.336 -0.50 0.60 -0.68
C -1.917 -2.766 -7.509 0.63 0.04 1.03
C -0.663 -3.694 -7.393 -0.55 0.64 -0.26
O 0.536 -3.048 -7.001 -0.57 0.52 -0.07
C 0.937 -2.059 -7.917 0.20 1.35 -1.04
H -4.875 1.238 -6.190 0.65 0.00 -1.23
H -3.681 1.645 -5.025 0.40 -0.23 0.25
H -4.218 -0.077 -5.322 -0.31 0.23 0.94
H -1.387 0.874 -5.292 0.65 -0.26 0.42
H -0.881 0.087 -6.808 -0.04 -0.18 0.09
H -2.068 -1.212 -4.237 -0.78 -0.27 -0.38
H -0.700 -1.649 -5.166 0.02 -0.05 0.00
H -1.755 -1.859 -8.092 0.13 -0.21 -0.01
H -2.767 -3.285 -7.950 0.16 -0.17 0.01
H -0.563 -4.164 -8.372 0.11 0.00 -0.21
H -0.802 -4.509 -6.682 -0.30 0.08 0.11
H 1.643 -1.326 -7.527 0.63 -0.81 0.60
H 0.177 -1.331 -8.201 -0.78 -0.38 -0.02
H 1.307 -2.450 -8.865 0.19 -0.34 0.13
C 1.257 0.102 2.954 -0.02 -0.24 0.78
O 1.131 -0.231 4.362 -0.44 0.21 -0.98
C 1.502 -1.548 4.789 0.35 1.54 0.55
C 2.554 -1.289 5.862 0.17 -1.18 0.72
N 3.757 -0.564 5.276 -0.66 -0.35 1.29
H 3.869 -1.129 4.447 1.14 -0.01 -0.43
H 3.475 0.350 4.952 -0.36 0.41 0.05
C 5.068 -0.410 6.171 -2.33 0.61 0.86
C 4.759 0.450 7.489 0.27 -0.77 -0.74
O 3.932 -0.272 8.371 0.09 -0.66 -1.80
C 3.583 0.460 9.531 1.15 0.66 -0.47
H 0.516 -0.408 2.339 0.18 -0.21 -0.06
H 2.281 -0.084 2.630 0.06 -0.38 -0.31
H 1.115 1.175 2.819 -0.21 -0.05 0.42
H 1.826 -2.206 3.982 0.29 0.13 -0.23
H 0.679 -2.058 5.290 -0.23 0.14 -0.08
H 2.859 -2.261 6.249 0.70 -0.11 -0.22
H 2.187 -0.848 6.788 -0.03 0.78 -0.50
H 5.746 0.111 5.495 0.35 -0.41 0.35
H 5.238 -1.461 6.404 0.84 0.33 0.15
H 4.395 1.458 7.286 -0.88 0.09 -0.68
H 5.698 0.764 7.944 0.62 -0.78 0.16
H 3.043 1.358 9.229 -0.76 -0.12 0.26
H 4.537 0.863 9.871 -0.10 -0.20 1.09
H 3.082 -0.238 10.202 0.09 0.51 0.06
C 2.729 -2.776 -4.255 -0.11 -1.82 0.75
C 1.932 -4.062 -4.733 -0.08 0.51 1.10
N 1.679 -5.186 -3.744 -0.36 -0.89 1.48
C 0.770 -4.689 -2.571 1.63 -0.16 -0.30
C 0.882 -6.344 -4.552 1.11 1.05 -0.54
C 1.695 -6.995 -5.720 0.48 -0.24 1.01
C 3.040 -5.684 -3.134 -0.36 -1.20 -0.48
C 3.111 -7.192 -2.738 -0.61 0.73 0.79
O 1.968 -7.464 -1.935 1.19 1.13 -1.20
C 1.858 -8.802 -1.539 -1.51 0.02 1.11
H 2.215 -2.215 -3.475 -0.52 0.12 -0.36
H 2.997 -2.122 -5.085 -0.19 -0.28 -0.08
H 3.632 -3.113 -3.746 0.41 0.05 -0.35
H 2.439 -4.656 -5.493 -0.20 0.99 -0.64
H 0.910 -3.737 -4.930 0.36 -0.16 -0.80
H -0.260 -4.475 -2.854 0.26 -0.17 -0.38
H 1.274 -3.787 -2.222 -0.32 0.20 -0.10
H 0.834 -5.387 -1.736 -0.19 -0.33 -0.44
H 0.039 -5.810 -4.992 -0.09 0.08 0.31
H 0.528 -7.018 -3.772 0.31 -0.10 -0.25
H 2.706 -7.228 -5.384 -0.02 -0.06 0.03
H 1.845 -6.468 -6.662 -0.54 0.56 0.27
H 1.275 -7.961 -6.001 -0.30 0.04 0.24
H 3.287 -5.134 -2.226 -0.50 0.35 -0.18
H 3.821 -5.484 -3.867 -0.13 0.05 -0.09
H 3.979 -7.320 -2.091 0.44 0.21 -0.16
H 3.232 -7.915 -3.544 -0.27 0.18 -0.25
H 0.950 -8.647 -0.956 -0.29 -1.29 0.05
H 2.601 -9.161 -0.827 0.51 0.16 -0.33
H 1.711 -9.479 -2.380 0.07 -0.07 0.04
C -1.758 3.542 1.132 -0.47 -0.22 1.25
C -2.957 4.186 1.942 1.28 -2.28 -1.23
N -2.580 4.439 3.391 0.42 3.43 1.05
C -1.665 5.717 3.396 0.58 -0.44 0.31
C -3.833 4.932 4.204 1.66 -1.07 1.92
C -3.433 5.337 5.713 -0.87 0.41 -1.28
C -1.813 3.308 4.161 -0.98 0.47 -1.05
C -2.712 2.058 4.525 -1.32 -1.58 -1.21
O -3.531 1.599 3.380 1.52 1.37 -0.67
C -4.213 0.351 3.425 -0.14 0.51 0.64
H -1.471 2.575 1.545 -0.34 -0.16 -0.20
H -0.842 4.129 1.198 -0.15 0.42 -0.19
H -2.028 3.410 0.084 -0.11 0.01 0.20
H -3.801 3.496 1.957 0.18 -0.05 0.08
H -3.236 4.998 1.269 -0.17 1.00 1.34
H -0.713 5.480 2.921 -0.26 0.02 -0.29
H -1.407 6.115 4.377 -0.19 -0.97 0.41
H -2.122 6.618 2.987 -0.46 -0.63 -0.79
H -4.422 4.016 4.240 -0.66 0.55 -0.27
H -4.221 5.793 3.660 -0.33 -0.42 0.04
H -2.839 4.621 6.282 0.08 -0.02 -0.39
H -4.334 5.486 6.308 -0.35 -0.30 -0.31
H -3.002 6.337 5.746 0.36 -0.20 -0.08
H -1.303 3.828 4.972 -0.89 -0.27 0.65
H -0.932 3.181 3.532 -0.38 -1.11 -0.37
H -3.448 2.086 5.329 0.13 1.49 0.39
H -2.187 1.166 4.866 1.23 0.25 -0.25
H -5.054 0.473 4.107 -0.01 -0.49 0.36
H -3.564 -0.493 3.658 0.09 0.10 0.39
H -4.662 0.111 2.461 0.26 0.53 -0.22
C -5.197 -3.872 5.591 0.31 0.40 -0.09
C -4.342 -2.661 5.998 -0.13 -0.46 -0.44
N -2.869 -3.009 6.430 0.97 2.41 1.88
C -2.303 -1.711 7.073 -1.16 -0.08 -1.43
C -2.877 -4.046 7.577 -0.77 0.25 0.39
C -3.598 -3.615 8.919 -0.04 0.06 -1.07
C -1.870 -3.453 5.340 -1.57 -1.03 -0.35
C -1.794 -2.642 4.077 -1.04 1.92 -0.62
O -3.056 -2.709 3.388 0.64 -1.22 2.47
C -3.031 -2.616 2.016 -0.26 0.20 -0.57
H -5.140 -4.685 6.314 -0.07 0.03 -0.16
H -4.967 -4.216 4.583 0.23 -0.14 0.16
H -6.243 -3.567 5.560 0.02 0.16 0.12
H -4.847 -2.107 6.790 0.56 -0.43 0.65
H -4.314 -1.904 5.215 0.52 -0.42 -0.24
H -1.236 -1.816 7.270 -0.28 -0.10 0.30
H -2.937 -1.387 7.899 0.44 -0.59 0.31
H -2.488 -0.923 6.343 0.44 0.00 -0.28
H -1.855 -4.339 7.816 0.08 0.16 -0.35
H -3.386 -4.872 7.080 0.15 -0.27 0.64
H -3.096 -2.929 9.601 0.79 -0.25 -0.34
H -3.790 -4.530 9.478 -0.13 0.04 -0.11
H -4.532 -3.081 8.743 -0.30 -0.51 -0.22
H -2.305 -4.400 5.022 0.24 -0.28 -0.02
H -0.882 -3.677 5.741 -0.26 0.30 0.53
H -0.884 -2.766 3.491 -0.15 -1.64 -0.45
H -1.595 -1.576 4.186 -0.33 0.68 1.05
H -4.070 -2.569 1.687 0.01 0.27 -0.03
H -2.639 -3.534 1.578 0.61 0.29 -0.33
H -2.518 -1.672 1.830 0.21 -0.18 -1.13
C -1.156 -0.442 -0.579 1.87 -0.72 0.11
F -0.688 -1.613 -0.075 -0.39 0.17 0.44
F -2.177 -0.756 -1.358 -1.05 0.71 0.99
F -1.437 0.358 0.518 -0.18 -0.92 -1.92
S 0.192 0.108 -1.760 -0.95 0.97 -0.22
O 0.021 -0.902 -2.818 0.47 1.24 0.92
O -0.259 1.490 -2.087 1.12 -1.95 0.27
O 1.425 -0.037 -0.972 -0.60 0.50 -0.39
```
Positions in Å, forces in eV/Å.

Multiplicity   1
Energy relative to the best compared isomer or geometry (same formula, charge and spin)   112.6 kcal/mol
HOMO energy   -19.89 eV
Total charge   +6

Atomic partial charges in e from the Löwdin method, atoms 1 to 8: -0.07 -0.23 -0.15 -0.04 -0.21 -0.12 -0.15 -0.12


A single C3H4N4 molecule at a distorted geometry, computed with ωB97M-V with the def2-TZVPD basis set.

Structure (XYZ):
```
11
Properties=species:S:1:pos:R:3:forces:R:3
N 2.706 0.027 0.174 0.01 -0.11 -0.08
C 1.635 -0.581 -0.296 0.16 0.36 0.25
C 0.402 0.122 0.103 -0.13 -0.21 -0.15
N -0.699 -0.395 -0.307 0.10 0.07 0.06
C -1.932 0.107 -0.039 0.16 0.11 0.08
N -2.914 -0.596 -0.566 -1.04 -0.80 -0.59
N -3.727 -1.226 -1.036 0.94 0.84 0.62
H 2.718 0.877 0.744 -0.12 -0.10 -0.07
H 3.617 -0.361 -0.033 -0.16 0.10 0.06
H 0.418 1.045 0.723 0.00 -0.16 -0.11
H -2.224 0.981 0.535 0.08 -0.09 -0.06
```
Positions in Å, forces in eV/Å.

Multiplicity   1
Energy relative to the best compared isomer or geometry (same formula, charge and spin)   114.5 kcal/mol
HOMO energy   -8.21 eV
Total charge   0

Atomic partial charges in e from the natural (NBO) method, atoms 1 to 8: -0.74 0.06 -0.09 -0.33 -0.11 0.09 0.06 0.35